Record 1
A molecular structure, C15H26CaN5O2 at a distorted geometry. Source: the OMol25 dataset; level of theory: ωB97M-V with the def2-TZVPD basis set.

XYZ file:
```
49
Properties=species:S:1:pos:R:3:forces:R:3
Ca -1.094171 -0.182536 -0.839049 -1.173 0.616 -0.266
C -3.412100 0.750929 -2.980649 0.003 -0.008 0.009
N -2.125098 0.048324 -3.027465 -0.017 0.022 -0.220
C -1.256279 0.662472 -4.035087 -0.035 -0.012 -0.037
C -2.340999 -1.386395 -3.340714 -0.059 -0.097 0.105
C -3.027028 -2.136701 -2.209370 0.051 0.025 0.011
C -4.072823 -2.998429 -2.520138 -0.010 0.000 -0.025
C -4.687381 -3.734588 -1.516567 -0.006 -0.013 0.008
C -4.253363 -3.595164 -0.207581 0.027 0.035 -0.030
C -3.212565 -2.716983 0.083273 -0.021 -0.023 -0.054
C -2.551509 -1.959482 -0.893338 -0.555 -0.558 0.011
H -3.901842 0.737285 -3.961807 -0.013 -0.004 -0.002
H -3.260307 1.791678 -2.689302 0.002 0.005 -0.008
H -4.068874 0.265089 -2.260431 -0.001 -0.003 0.004
H -1.692604 0.595866 -5.038980 -0.007 -0.001 -0.005
H -0.288763 0.158474 -4.051526 -0.002 0.001 0.002
H -1.099537 1.716141 -3.800625 -0.003 0.000 0.005
H -1.352947 -1.821845 -3.522542 0.004 0.002 -0.038
H -2.911643 -1.483271 -4.273835 0.021 0.048 -0.030
H -4.413548 -3.101885 -3.545672 0.003 0.006 -0.004
H -5.500892 -4.406906 -1.756633 -0.005 -0.005 -0.001
H -4.729661 -4.163415 0.582173 -0.001 -0.004 0.012
H -2.911258 -2.629739 1.125323 0.004 0.003 0.006
N -0.227561 -0.676617 1.983077 0.083 -0.078 -0.020
C 0.929338 0.213477 1.827613 -0.014 0.040 0.054
C 2.279399 -0.256104 2.397604 -0.079 -0.001 0.010
C 2.591077 0.402583 3.738646 0.049 -0.011 -0.031
C 2.931817 1.889206 3.643902 0.028 0.078 0.060
N 4.208724 2.155128 2.969037 0.008 -0.194 -0.146
C 4.408051 2.617208 1.738704 -0.075 0.111 0.171
N 3.412002 2.983808 0.937659 -0.246 -0.156 -0.225
N 5.667351 2.771195 1.308061 0.025 0.002 0.013
C 0.966375 0.453390 0.326853 0.746 0.266 0.216
O 0.946561 -0.577480 -0.402385 1.206 -0.131 0.263
O 0.814620 1.621955 -0.096373 0.061 0.006 0.074
H -0.512471 -0.791628 2.948573 -0.028 0.090 -0.021
H 0.000423 -1.596067 1.614947 -0.014 -0.010 0.016
H 0.647816 1.167245 2.277723 0.006 0.001 0.042
H 3.088628 -0.052089 1.688509 -0.010 0.020 -0.026
H 2.254460 -1.341079 2.504114 0.037 -0.007 0.028
H 3.417703 -0.110851 4.235349 0.010 -0.012 0.004
H 1.730012 0.308102 4.405923 0.015 0.013 0.020
H 3.030245 2.306901 4.645173 -0.059 0.025 0.012
H 2.153504 2.468652 3.149254 -0.018 -0.027 -0.045
H 5.036009 1.894433 3.483683 -0.021 -0.012 -0.027
H 2.451590 2.660716 1.026613 0.049 -0.075 0.109
H 3.632758 3.269254 -0.002994 0.044 0.025 0.022
H 6.449330 2.642015 1.926520 -0.020 0.018 -0.012
H 5.857433 3.167728 0.404758 0.006 -0.016 -0.011
```
Forces are in eV/Å.

Properties
F_max, eV/Å: 1.352
Gap between HOMO and LUMO, eV: 7.13
Calculated total energy, eV: -45957.579
Net charge: +1

=====

Record 2
A molecular structure, C15H26F6NO3P2Pr at a distorted geometry. Source: the OMol25 dataset; level of theory: ωB97M-V with the def2-TZVPD basis set.

XYZ file:
```
54
Properties=species:S:1:pos:R:3:forces:R:3
Pr -0.726081 0.468203 0.304054 1.186 -1.646 0.973
P 2.367817 -2.104375 0.454047 0.732 -1.111 0.813
C 1.850383 -2.389934 -1.298543 -1.023 -0.041 0.576
C 0.748870 -1.786077 -2.198785 -0.392 0.674 0.259
N -0.089136 -0.747609 -1.884368 0.328 -0.091 -0.420
C -0.868000 -0.222046 -2.877614 -0.071 0.001 0.011
C -0.919357 -0.775239 -4.153068 -0.028 0.296 -0.059
C -0.134281 -1.877579 -4.451851 -0.005 -0.014 0.312
C 0.708641 -2.362148 -3.463106 0.211 -0.268 -0.064
C -1.751467 1.012594 -2.601052 -0.123 -0.258 -0.101
P -1.021468 2.518881 -1.759777 -0.142 0.561 -0.703
H 1.370825 -3.204103 -3.668974 -0.192 0.234 -0.011
H -1.561273 -0.325781 -4.911580 0.169 -0.146 0.251
H -0.167221 -2.346845 -5.431103 0.018 0.110 0.143
H -2.051469 1.467165 -3.558837 -0.121 -0.569 0.153
H -2.698045 0.712967 -2.096651 0.361 0.150 -0.202
H 2.763128 -2.254811 -1.835845 0.803 0.080 -0.503
H 1.690307 -3.492166 -1.291995 0.033 0.670 0.055
H 6.205827 0.969749 -0.844187 -0.030 -0.146 0.704
O 6.391023 1.193725 -1.747320 -0.537 -0.105 -1.005
H 5.645388 0.832582 -2.261324 0.586 0.258 0.296
H 3.430553 -1.213559 0.762393 -0.559 -0.283 -0.262
O 1.543053 -0.129096 0.658998 -1.720 1.304 -0.290
H 2.140201 0.591305 0.936888 -0.009 -0.649 -0.180
C 0.142702 3.123366 -3.026651 0.490 -0.018 0.104
H -0.393980 3.552877 -3.884796 0.100 -0.215 0.273
H 0.760739 3.909134 -2.568665 -0.117 -0.209 -0.232
H 0.800726 2.315734 -3.369817 -0.055 0.213 0.081
C -2.373394 3.724317 -1.994010 -0.268 0.000 0.284
H -2.105649 4.646436 -1.459591 -0.117 -0.221 -0.157
H -2.507359 3.957494 -3.061299 0.028 -0.150 0.352
H -3.314372 3.340935 -1.577029 0.197 0.186 -0.076
C 1.078003 -2.619301 1.642508 -0.093 0.284 0.379
H 1.360159 -3.586689 2.098545 -0.130 0.528 -0.362
H 0.932322 -1.869076 2.433382 0.097 -0.314 -0.332
H 0.116529 -2.735067 1.121416 0.251 0.031 0.126
C 3.452298 -3.582869 0.627514 -0.064 -0.047 -0.587
H 3.708349 -3.698329 1.688581 -0.088 0.039 -0.217
H 2.962684 -4.500061 0.259735 0.259 0.259 0.274
H 4.386781 -3.419114 0.075893 -0.167 -0.150 0.057
C -1.540356 -0.459701 4.252310 0.316 0.031 0.222
C -2.298016 -0.445792 2.952184 -0.982 -0.277 -0.646
O -1.589008 -0.849132 1.818534 0.447 1.302 -0.333
C -3.513359 -1.412374 3.061669 -0.992 -0.804 0.622
F -4.345573 -1.072004 4.092676 0.891 -0.216 -1.089
F -4.250653 -1.450807 1.929444 0.548 0.111 0.695
F -3.064848 -2.677045 3.298259 -0.276 1.223 -0.243
C -2.794934 1.001538 2.681382 -0.749 0.877 0.317
F -3.430111 1.610270 3.681802 0.665 -0.674 -1.204
F -1.638540 1.802836 2.394012 -0.674 -0.709 -0.117
F -3.544195 1.109859 1.532754 0.882 -0.028 0.939
H -1.162287 -1.469225 4.436242 -0.091 0.211 0.039
H -2.221884 -0.157630 5.055180 0.312 -0.136 -0.024
H -0.703416 0.243993 4.198667 -0.094 -0.140 0.112
```
Forces are in eV/Å.

Properties
F_max, eV/Å: 2.250
Gap between HOMO and LUMO (alpha / beta), eV: 8.96 / 9.22
Multiplicity: 3
Energy above the lowest of the compared OMol25 structures with the same formula, charge and spin, kcal per mole: 12.1
Calculated total energy, eV: -72548.748
Net charge: +2

=====

Record 3
C15H26N2O3 in the gas phase. Source: the OMol25 dataset; level of theory: ωB97M-V with the def2-TZVPD basis set.

XYZ file:
```
46
Properties=species:S:1:pos:R:3:forces:R:3
C -4.485605 3.017794 -1.003277 0.107 0.375 0.061
H -3.694745 3.491458 -1.587857 -0.084 -0.020 0.042
H -4.507995 3.470377 -0.009848 -0.011 -0.018 -0.091
H -5.447031 3.131309 -1.496755 0.045 -0.023 0.025
O -4.253672 1.618015 -0.903114 -0.176 -0.326 -0.070
C -3.100684 1.248190 -0.347819 0.278 -0.164 -0.010
O -2.269317 2.020879 0.058894 -0.059 0.138 0.027
C -2.966741 -0.263137 -0.273122 -0.207 -0.104 -0.106
N -1.632100 -0.604570 0.154098 -0.239 0.257 0.116
C -0.806425 -1.296366 -0.703806 0.028 -0.066 0.446
O -1.216886 -1.851371 -1.703596 -0.142 -0.144 -0.433
N 0.481765 -1.383128 -0.270595 0.303 0.102 0.152
H 0.792369 -0.784319 0.477551 -0.108 -0.004 -0.013
C 1.512321 -1.977757 -1.089256 0.134 0.039 -0.262
H 2.053899 -2.732662 -0.510500 -0.039 0.002 -0.094
H 0.993854 -2.476259 -1.911509 0.135 -0.007 0.136
C 2.477621 -0.932357 -1.649222 -0.132 -0.282 0.229
C 3.318910 -0.197165 -0.635076 -0.074 0.005 -0.413
C 3.469706 -0.566868 0.629505 -0.039 0.002 0.244
C 4.338557 0.145007 1.623215 0.202 0.061 -0.026
C 5.317926 1.094125 0.941421 -0.203 0.135 0.142
C 4.575080 1.919520 -0.101078 0.228 -0.120 -0.146
C 4.039413 1.001846 -1.195692 0.020 0.179 0.238
H 4.869248 0.649069 -1.817604 -0.017 0.025 -0.096
H 3.365266 1.560059 -1.850465 0.006 -0.063 -0.061
H 3.743164 2.439982 0.378352 -0.033 0.074 0.009
H 5.235790 2.670931 -0.537703 -0.056 0.057 0.018
H 6.103282 0.516431 0.449528 0.081 -0.015 -0.003
H 5.789084 1.743153 1.682040 0.065 -0.039 -0.014
H 3.699906 0.707821 2.313958 0.056 -0.033 0.075
H 4.880569 -0.592546 2.221128 -0.047 0.033 0.053
H 2.955558 -1.433062 1.021695 -0.173 -0.184 -0.069
H 1.894945 -0.200820 -2.216939 0.021 -0.017 -0.053
H 3.148582 -1.425827 -2.359378 0.013 0.046 -0.093
H -1.212835 0.070610 0.777728 0.061 -0.048 -0.107
H -3.102136 -0.683387 -1.277973 0.003 0.143 0.166
C -4.050790 -0.855213 0.657589 0.113 -0.050 0.023
C -4.003346 -2.377936 0.596279 -0.075 0.259 -0.087
H -4.766390 -2.806016 1.241944 -0.063 -0.079 0.071
H -4.169001 -2.725578 -0.419758 -0.015 -0.112 -0.114
H -3.029300 -2.734160 0.921336 0.109 -0.085 0.053
C -3.864793 -0.365444 2.091796 -0.152 -0.008 -0.281
H -3.859439 0.721672 2.136930 -0.004 0.152 0.115
H -2.925166 -0.733798 2.496066 0.113 -0.039 0.089
H -4.674166 -0.730511 2.719711 -0.041 -0.015 0.098
H -5.018244 -0.507980 0.281188 0.064 -0.021 0.015
```
Forces are in eV/Å.

Properties
F_max, eV/Å: 0.478
SMILES: COC(=O)[C@@H](NC(=O)NCCC1=CCCCC1)C(C)C
Gap between HOMO and LUMO, eV: 9.84
Energy above the lowest of the compared OMol25 structures with the same formula, charge and spin, kcal per mole: 0.0
Calculated total energy, eV: -25101.005

=====

Record 4
A gas-phase ion, C15H26N5O2 (charge +1) at a distorted geometry. Source: the OMol25 dataset; level of theory: ωB97M-V with the def2-TZVPD basis set.

XYZ file:
```
48
Properties=species:S:1:pos:R:3:forces:R:3
C 0.658033 1.531798 5.551794 -0.208 0.343 -0.662
C -0.413990 2.717710 5.124566 0.309 -0.561 0.369
O -1.748309 2.105156 5.020079 0.110 1.936 -1.366
C -2.691511 2.974418 4.280012 0.018 0.112 -0.179
C -3.802696 1.971804 3.580074 -1.453 0.713 1.366
O -3.490123 0.529372 3.811220 0.988 0.566 -2.643
C -2.754757 0.054970 2.628378 -1.268 1.188 -0.492
N -2.544079 -1.471200 2.685775 0.902 -1.186 -1.117
C -1.966631 -2.038231 1.576530 1.563 0.425 -3.271
N -1.560723 -1.100733 0.432627 1.404 -8.774 0.066
C -0.944301 -2.141019 -0.511727 -1.456 1.439 2.079
C -0.308788 -1.502357 -1.920026 -0.524 -1.686 1.310
C 0.940748 -2.481018 -2.330992 -0.409 -0.838 -0.614
C 1.941853 -1.885351 -3.484582 1.278 -0.037 -0.401
C 1.993261 -0.249807 -3.585555 0.748 -0.085 1.658
N 2.939666 0.272250 -4.647995 -0.192 1.342 -2.667
C 2.280973 1.191533 -5.654288 4.572 -0.132 -1.525
C 3.390840 1.695564 -6.750741 -0.357 -4.169 5.480
C 4.722178 0.892136 -6.230570 -3.272 -0.202 1.650
C 4.409052 0.001385 -4.889782 -2.182 3.657 -4.181
N -1.002560 -3.574371 -0.030946 -0.220 6.607 -1.003
N -1.607235 -3.470208 1.232011 -1.334 2.667 1.901
H 0.115481 0.637602 6.078708 0.950 1.899 -0.908
H 1.122120 1.125580 4.536807 -0.780 0.786 2.318
H 1.501507 1.969790 6.254560 -1.759 -0.987 -1.581
H -0.478656 3.563665 5.932636 0.382 -1.427 -1.640
H -0.128695 3.113469 4.060929 -0.368 -0.384 2.090
H -2.160420 3.627597 3.451332 -0.767 -1.455 1.586
H -3.217164 3.760964 5.006657 1.006 -1.871 -1.468
H -4.026068 2.218770 2.451443 0.743 -0.607 2.129
H -4.827695 2.156487 4.161607 2.257 -0.630 -1.334
H -1.745213 0.630557 2.490609 -1.708 -1.378 0.379
H -3.461441 0.249253 1.692260 1.707 -0.469 1.751
H -2.813240 -2.064625 3.507731 0.298 1.187 -1.080
H -0.014244 -0.401074 -1.653876 -0.647 -2.270 -0.457
H -1.206098 -1.541211 -2.696339 2.068 0.199 1.548
H 1.538415 -2.853194 -1.367257 -1.248 1.218 -2.075
H 0.454228 -3.469391 -2.789798 1.015 2.058 1.009
H 1.758058 -2.341326 -4.568953 0.069 1.014 2.453
H 3.043097 -2.238741 -3.190439 -2.402 0.775 -0.694
H 0.930325 0.238241 -3.724269 2.269 -1.070 -0.018
H 2.417785 0.150046 -2.544763 -1.039 -0.845 -2.037
H 1.135790 1.423709 -5.555609 2.682 -0.541 -0.159
H 3.218393 2.425918 -7.648942 0.493 -1.752 2.090
H 5.730364 0.993511 -6.821983 -2.123 -0.452 1.657
H 5.103791 -0.693959 -4.253907 -1.825 1.634 -1.376
H -0.660335 -4.412350 -0.551884 -0.627 0.916 1.160
H -1.770986 -4.293090 1.856876 0.337 1.130 -1.102
```
Forces are in eV/Å.

Properties
F_max, eV/Å: 8.885
SMILES: CCOCCOCNc1nc(CCCCn2cccc2)[nH][nH+]1
Gap between HOMO and LUMO, eV: 6.08
Calculated total energy, eV: -27502.017
Net charge: +1